No. 1
ORCA calculation (ωB97M-V/def2-TZVPD) on C20H29N4OPReS6Sb as an isolated structure.

```
63
Properties=species:S:1:pos:R:3:nbo_charge:R:1
Re 0.818 -0.609 0.849 0.315
C 6.044 -0.442 -0.002 -0.674
C 5.022 -1.482 -0.253 0.381
N 5.238 -2.697 -0.640 -0.224
N 4.000 -3.270 -0.704 -0.340
C 3.021 -2.443 -0.362 0.258
S 1.332 -2.679 -0.308 0.007
N 3.666 -1.294 -0.070 -0.225
N 2.979 -0.135 0.302 -0.677
H 7.020 -0.852 -0.247 0.269
H 6.028 -0.134 1.044 0.268
H 5.861 0.441 -0.617 0.240
H 3.908 -4.237 -0.971 0.444
H 2.919 0.493 -0.498 0.403
H 3.481 0.353 1.092 0.446
S 4.149 1.463 2.760 -0.733
Sb 1.952 1.375 3.277 1.376
S 1.323 -1.150 2.866 -0.086
S 0.606 1.776 1.369 -0.635
S 0.972 1.785 5.220 -0.593
C -1.893 -2.869 0.713 -0.957
P -1.527 -1.114 1.019 1.148
C -2.349 -0.827 2.613 -0.290
C -3.452 0.010 2.749 -0.218
C -4.059 0.164 3.988 -0.186
C -3.578 -0.519 5.092 -0.178
C -2.489 -1.371 4.958 -0.194
C -1.879 -1.524 3.727 -0.210
C -2.533 -0.215 -0.200 -0.395
C -3.243 -0.883 -1.196 -0.138
C -4.059 -0.177 -2.069 -0.230
C -4.170 1.202 -1.956 -0.194
C -3.463 1.875 -0.970 -0.207
C -2.645 1.173 -0.098 -0.212
H -2.966 -3.052 0.784 0.256
H -1.387 -3.457 1.479 0.261
H -1.524 -3.181 -0.264 0.243
H -3.851 0.545 1.900 0.223
H -4.911 0.824 4.085 0.224
H -4.051 -0.392 6.057 0.227
H -2.112 -1.914 5.815 0.228
H -1.032 -2.191 3.641 0.216
H -3.185 -1.960 -1.288 0.215
H -4.615 -0.708 -2.830 0.230
H -4.817 1.750 -2.630 0.230
H -3.556 2.949 -0.870 0.230
H -2.104 1.703 0.679 0.247
C 1.505 3.571 -2.937 -0.629
C 1.696 2.266 -2.184 -0.606
S 0.136 1.524 -1.691 1.291
O 0.542 0.109 -1.212 -0.990
C -0.623 1.176 -3.278 -0.595
C 0.214 0.351 -4.235 -0.631
H 2.472 4.058 -3.055 0.246
H 0.858 4.257 -2.387 0.232
H 1.085 3.409 -3.930 0.218
H 2.201 2.434 -1.229 0.249
H 2.240 1.522 -2.770 0.230
H -0.916 2.147 -3.685 0.246
H -1.539 0.660 -2.982 0.260
H 1.061 0.913 -4.628 0.212
H -0.400 0.053 -5.084 0.242
H 0.577 -0.553 -3.748 0.233
```

Energy in Eh: -4122.656394
Net charge: +1
2S+1: 2
LUMO level (spin up / spin down) in eV: -4.35 / -4.04
Highest occupied orbital energy (spin up / spin down) in eV: -10.398 / -10.560
Energy above the lowest of the compared OMol25 structures with the same formula, charge and spin in kJ/mol: 0.0



No. 2
ORCA calculation (ωB97M-V/def2-TZVPD) on C20H29N5O3S2 as an isolated structure.

```
59
Properties=species:S:1:pos:R:3:nbo_charge:R:1
C 1.897 1.013 -0.659 -0.625
H 1.416 0.934 -1.630 0.213
H 1.920 0.023 -0.212 0.223
H 2.916 1.356 -0.814 0.213
C 1.138 2.021 0.202 -0.042
N 1.895 2.429 1.379 -0.462
C 1.156 3.369 2.196 -0.210
H 1.757 3.596 3.080 0.200
C 0.884 4.654 1.420 -0.401
C 0.097 4.324 0.159 -0.399
C 0.869 3.279 -0.636 -0.390
H 0.316 3.004 -1.537 0.198
H 1.830 3.696 -0.939 0.204
H -0.057 5.221 -0.443 0.209
H -0.886 3.928 0.431 0.189
H 0.334 5.355 2.050 0.205
H 1.836 5.109 1.145 0.204
H 0.188 2.951 2.535 0.147
C 2.575 1.412 2.146 -0.218
H 3.377 1.909 2.704 0.194
H 3.035 0.703 1.463 0.224
C 1.754 0.615 3.189 -0.245
N 0.592 -0.065 2.657 -0.624
C 0.680 -1.200 1.933 0.697
O 1.741 -1.690 1.606 -0.632
C -0.675 -1.824 1.584 -0.325
C -0.472 -3.158 0.865 -0.400
C -1.827 -3.792 0.559 -0.231
N -2.689 -2.907 -0.185 -0.677
S -2.806 -3.100 -1.823 2.333
O -3.977 -2.403 -2.257 -0.919
O -2.694 -4.505 -2.087 -0.945
C -1.374 -2.311 -2.573 -0.271
C -0.331 -3.076 -3.013 -0.174
C 0.788 -2.505 -3.651 -0.204
C 0.871 -1.158 -3.878 -0.177
C -0.187 -0.345 -3.440 0.096
N -0.296 0.982 -3.539 -0.616
S -1.674 1.439 -2.857 0.998
N -2.207 0.001 -2.392 -0.620
C -1.324 -0.924 -2.766 0.060
H 1.715 -0.709 -4.376 0.235
H 1.588 -3.154 -3.974 0.228
H -0.395 -4.144 -2.873 0.249
C -2.853 -1.583 0.356 -0.237
C -1.518 -0.909 0.690 -0.400
H -0.961 -0.708 -0.226 0.208
H -1.727 0.046 1.176 0.208
H -3.460 -1.659 1.268 0.195
H -3.404 -1.008 -0.389 0.257
H -2.334 -4.051 1.496 0.194
H -1.720 -4.696 -0.040 0.244
H 0.083 -2.982 -0.059 0.213
H 0.122 -3.829 1.486 0.230
H -1.213 -2.000 2.525 0.210
H -0.315 0.311 2.878 0.395
H 1.417 1.273 3.992 0.198
H 2.425 -0.142 3.609 0.216
H 0.160 1.584 0.489 0.156
```

Energy in Eh: -2075.405892
2S+1: 1
LUMO level in eV: -1.14
Highest occupied orbital energy in eV: -8.316
Energy above the lowest of the compared OMol25 structures with the same formula, charge and spin in kJ/mol: 7.8